# 1
{
  "formula": "C18H28BrN2O4",
  "method": "ωB97M-V with the def2-TZVPD basis set",
  "multiplicity": 1,
  "charge": 1,
  "gap_ev": 8.41,
  "smiles": "CCCC[NH2+]Cc1cc(Br)c(OCC(=O)N2CCOCC2)c(OC)c1",
  "relative_energy_ev": 0.187,
  "species": ["C", "C", "C", "C", "N", "C", "C", "C", "C", "Br", "C", "O", "C", "C", "O", "N", "C", "C", "O", "C", "C", "C", "O", "C", "C", "H", "H", "H", "H", "H", "H", "H", "H", "H", "H", "H", "H", "H", "H", "H", "H", "H", "H", "H", "H", "H", "H", "H", "H", "H", "H", "H", "H"],
  "xyz": [[4.04470, -0.12873, 0.22065], [2.82404, -1.01783, 0.42561], [2.71893, -1.47986, 1.88181], [1.45533, -2.29090, 2.13902], [1.52856, -3.60480, 1.44045], [0.19310, -4.18640, 1.08379], [-0.41068, -3.28204, 0.04885], [0.21006, -3.19451, -1.18717], [-0.16103, -2.18429, -2.05371], [0.76023, -1.96076, -3.68944], [-1.15090, -1.25839, -1.73200], [-1.36461, -0.28663, -2.64051], [-1.70998, 1.00881, -2.21242], [-0.80060, 1.47997, -1.07502], [-0.03234, 0.71297, -0.51148], [-0.91755, 2.76948, -0.72889], [-1.78388, 3.73162, -1.38778], [-1.90811, 4.97854, -0.51130], [-0.67117, 5.61020, -0.28149], [0.42036, 4.71638, -0.17356], [-0.01354, 3.32430, 0.26806], [-1.87242, -1.44018, -0.52830], [-2.90601, -0.59433, -0.30346], [-3.62875, -0.69669, 0.90465], [-1.45907, -2.42125, 0.36178], [4.10608, 0.18955, -0.81561], [3.98223, 0.75649, 0.84776], [4.95924, -0.66204, 0.47016], [2.90943, -1.87325, -0.25315], [1.92231, -0.46709, 0.15206], [2.68844, -0.59935, 2.52351], [3.60561, -2.05352, 2.16305], [1.29737, -2.46725, 3.20381], [0.60079, -1.74702, 1.73090], [2.08676, -4.26357, 1.99224], [2.02063, -3.42225, 0.55088], [0.35202, -5.19254, 0.69072], [-0.42002, -4.24397, 1.98349], [0.98874, -3.88134, -1.48297], [-2.75658, 1.05634, -1.88865], [-1.57369, 1.63595, -3.09719], [-1.36897, 4.01355, -2.36343], [-2.77779, 3.30524, -1.53971], [-2.37948, 4.70375, 0.44456], [-2.54085, 5.71940, -1.00498], [1.11115, 5.14978, 0.55392], [0.93487, 4.64544, -1.14320], [0.84806, 2.65881, 0.34820], [-0.51078, 3.37353, 1.24295], [-4.08536, -1.68388, 1.01430], [-4.41391, 0.05401, 0.83798], [-2.99370, -0.47981, 1.76860], [-1.95728, -2.52965, 1.31165]],
  "forces_ev_per_a": [[-0.1, -0.2, -0.1], [0.2, 0.1, 0.2], [-0.2, -0.1, -0.3], [0.2, 0.8, 0.4], [0.4, -0.1, -0.1], [-0.6, -0.1, -0.4], [0.1, 0.0, -0.2], [-0.2, 0.1, 0.2], [-0.1, 0.3, -0.2], [0.0, -0.1, 0.2], [0.1, -0.5, 0.1], [-0.3, -0.2, 0.2], [0.0, 0.3, 0.1], [-0.2, 0.1, -0.1], [0.2, -0.1, 0.0], [0.1, 0.1, 0.2], [-0.2, 0.3, -0.2], [-0.3, -0.1, -0.1], [0.0, 0.1, 0.0], [0.2, -0.2, 0.1], [0.3, 0.2, 0.2], [0.1, -0.1, -0.2], [0.3, 0.0, -0.4], [-0.2, 0.0, 0.2], [-0.2, 0.0, -0.1], [0.1, 0.1, -0.1], [0.0, 0.1, 0.1], [0.1, 0.0, 0.0], [-0.1, 0.0, -0.1], [-0.1, -0.1, -0.1], [0.0, 0.0, 0.1], [0.1, 0.0, 0.1], [-0.1, -0.2, -0.1], [0.0, -0.2, 0.0], [0.0, 0.1, -0.2], [-0.1, -0.2, 0.3], [0.1, 0.1, 0.1], [0.2, 0.0, 0.0], [0.1, -0.1, 0.0], [0.2, 0.1, -0.1], [-0.1, 0.0, 0.1], [-0.1, 0.0, 0.0], [0.0, 0.1, 0.0], [0.0, 0.0, -0.1], [0.0, -0.2, 0.0], [0.0, -0.1, -0.1], [0.0, 0.0, 0.1], [-0.1, 0.1, 0.0], [0.1, 0.0, 0.0], [0.0, 0.0, 0.0], [0.0, -0.1, 0.1], [0.0, 0.0, 0.0], [-0.1, 0.0, 0.1]]
}

=====

# 2
{
  "formula": "C36H48Cl18O15",
  "method": "ωB97M-V with the def2-TZVPD basis set",
  "multiplicity": 1,
  "charge": 0,
  "gap_ev": 7.85,
  "smiles": "O=C1C=C(O)C(=O)C=C1O.O=C1C=C(O)C(=O)C=C1O.O=C1C=C(O)C(=O)C=C1O.ClC(Cl)Cl.ClC(Cl)Cl.ClC(Cl)Cl.ClC(Cl)Cl.ClC(Cl)Cl.ClC(Cl)Cl.CCOCC.CCOCC.CCOCC",
  "relative_energy_ev": 0.000,
  "species": ["O", "C", "C", "C", "O", "C", "O", "C", "C", "O", "H", "H", "H", "H", "O", "C", "C", "C", "O", "C", "O", "C", "C", "O", "H", "H", "H", "H", "O", "C", "C", "C", "O", "C", "O", "C", "C", "O", "H", "H", "H", "H", "Cl", "C", "Cl", "Cl", "H", "Cl", "C", "Cl", "Cl", "H", "Cl", "C", "Cl", "Cl", "H", "Cl", "C", "Cl", "Cl", "H", "Cl", "C", "Cl", "Cl", "H", "Cl", "C", "Cl", "Cl", "H", "C", "C", "O", "C", "C", "H", "H", "H", "H", "H", "H", "H", "H", "H", "H", "C", "C", "O", "C", "C", "H", "H", "H", "H", "H", "H", "H", "H", "H", "H", "C", "C", "O", "C", "C", "H", "H", "H", "H", "H", "H", "H", "H", "H", "H"],
  "xyz": [[-3.17116, 5.44925, 1.27324], [-3.64046, 4.99787, 0.24773], [-4.72585, 5.57663, -0.50223], [-5.08965, 5.04811, -1.68838], [-6.06665, 5.58421, -2.40048], [-4.39406, 3.86046, -2.31616], [-4.73831, 3.51216, -3.42883], [-3.41739, 3.18522, -1.48549], [-3.08655, 3.70246, -0.29373], [-2.13305, 3.16729, 0.47016], [-5.40215, 6.31425, -0.08959], [-6.18364, 5.09298, -3.23052], [-2.91600, 2.30235, -1.85545], [-1.95814, 3.79762, 1.19731], [-2.43681, 3.56205, -7.61695], [-3.27862, 2.83973, -7.13144], [-4.54293, 2.51815, -7.77876], [-5.52370, 1.83694, -7.18197], [-6.66166, 1.50349, -7.78661], [-5.35324, 1.32688, -5.78558], [-6.28838, 0.82022, -5.20133], [-4.01620, 1.47044, -5.18965], [-3.10536, 2.27860, -5.74085], [-1.95336, 2.63213, -5.17913], [-4.68454, 2.89167, -8.78648], [-7.19717, 1.00616, -7.14501], [-3.88238, 1.14171, -4.16639], [-1.45900, 3.12834, -5.85748], [-0.28311, -1.91453, 3.10315], [-0.81516, -0.90412, 3.51440], [-0.57624, -0.34545, 4.83699], [-0.90846, 0.91745, 5.13134], [-0.70766, 1.42678, 6.35177], [-1.63778, 1.81576, 4.16214], [-1.82643, 2.98167, 4.43447], [-2.05778, 1.16405, 2.92374], [-1.65510, -0.06750, 2.59903], [-2.04333, -0.64180, 1.46638], [-0.14507, -0.93751, 5.63359], [-0.84707, 2.38750, 6.29358], [-2.72753, 1.73396, 2.29676], [-1.89678, -1.61253, 1.50058], [2.80520, -1.76952, 3.87986], [3.49131, -1.62816, 5.50692], [2.63543, -0.35684, 6.38172], [5.21653, -1.22856, 5.49163], [3.36999, -2.57725, 6.01244], [0.95201, 2.39976, -7.18077], [2.11568, 1.47186, -6.23686], [3.37447, 0.90322, -7.34525], [1.45068, 0.07874, -5.36001], [2.56701, 2.10405, -5.48386], [3.13428, -3.86521, -3.36771], [1.43696, -3.52848, -3.04521], [0.81169, -4.58966, -1.78406], [0.45687, -3.71111, -4.52896], [1.35595, -2.49063, -2.73897], [6.11033, -6.43836, -0.37738], [6.22090, -5.56446, 1.15480], [6.05735, -6.64933, 2.53442], [5.03302, -4.25266, 1.18001], [7.18534, -5.08754, 1.27135], [6.57931, -1.77015, -0.54197], [6.55825, -0.43955, 0.59828], [8.01740, 0.55719, 0.36465], [6.55598, -1.02511, 2.26270], [5.69108, 0.18707, 0.42874], [-0.00820, -6.21621, 3.75894], [1.02858, -4.82993, 3.31821], [0.86621, -4.45835, 1.60283], [2.69735, -5.27025, 3.69312], [0.68075, -3.97400, 3.88255], [2.87262, -1.42948, 0.27323], [1.40028, -1.20324, 0.00263], [1.27507, -0.40838, -1.15081], [-0.02834, 0.04116, -1.47834], [0.02091, 1.39474, -2.14495], [3.02793, -2.16090, 1.06695], [3.22099, -1.84019, -0.67626], [3.36023, -0.51185, 0.60509], [0.93459, -2.19326, -0.12377], [0.88357, -0.71622, 0.84109], [-0.45753, -0.70948, -2.15906], [-0.65040, 0.07102, -0.57976], [0.85409, 1.47651, -2.83852], [0.02871, 2.23526, -1.44801], [-0.92106, 1.51554, -2.68130], [2.23214, 1.57585, 2.81125], [3.72168, 1.45915, 3.17271], [4.33389, 2.63065, 2.63678], [5.70360, 2.71024, 2.92760], [6.23815, 4.05890, 2.46294], [1.92161, 2.57547, 3.11097], [2.15419, 1.46244, 1.73048], [1.70253, 0.76944, 3.31500], [3.88555, 1.35221, 4.24686], [4.13952, 0.61472, 2.61252], [5.97425, 2.52855, 3.97442], [6.27505, 1.97065, 2.34433], [6.02581, 4.17973, 1.40263], [7.31547, 4.10850, 2.63109], [5.81112, 4.87108, 3.05347], [-2.50033, -4.42343, 2.99110], [-3.36192, -4.19245, 1.77089], [-2.74646, -3.20769, 0.96767], [-3.26647, -3.17377, -0.34520], [-4.75056, -2.83338, -0.42523], [-1.61301, -4.98681, 2.67733], [-2.09223, -3.53342, 3.47481], [-2.91591, -5.03098, 3.79626], [-3.53624, -5.15192, 1.27573], [-4.34251, -3.83538, 2.11229], [-2.75987, -2.35383, -0.86118], [-3.02082, -4.07054, -0.92484], [-4.97447, -2.64091, -1.47198], [-4.95342, -1.92784, 0.15105], [-5.43582, -3.59812, -0.05999]],
  "forces_ev_per_a": [[0.2, -0.2, 0.0], [-0.5, 0.1, -0.1], [-1.0, -0.2, -0.4], [0.5, 0.3, 0.0], [-0.4, 0.1, 0.0], [-0.1, -0.1, 0.5], [-0.1, 0.3, 0.1], [0.1, -0.1, -0.1], [0.9, 0.0, 0.1], [-0.1, 0.1, -0.2], [0.5, 0.3, 0.2], [0.2, -0.2, 0.0], [-0.1, 0.0, -0.1], [-0.2, 0.0, 0.1], [0.5, -0.1, 0.1], [-1.4, -0.2, 0.4], [-0.1, 0.5, -1.0], [0.2, -0.4, 0.0], [0.0, 0.2, 0.0], [1.1, -0.1, 0.6], [-0.3, -0.1, -0.3], [-0.3, 0.3, 0.4], [0.5, -0.1, -0.7], [0.0, -0.2, 0.3], [0.1, 0.0, 0.0], [0.0, 0.0, 0.1], [-0.1, -0.2, -0.2], [0.0, 0.1, 0.0], [-0.5, -0.3, -0.1], [0.9, 0.9, 0.5], [-0.2, -0.1, 0.5], [-0.4, 0.1, 0.5], [0.3, 0.1, -0.3], [0.4, -0.8, -0.7], [0.0, 0.0, 0.3], [-0.2, 0.9, 0.3], [-0.7, -0.4, -0.4], [0.1, 0.0, 0.1], [0.2, -0.2, -0.3], [-0.2, 0.0, 0.0], [0.1, -0.1, -0.2], [0.0, -0.1, -0.1], [0.3, -0.1, 0.2], [0.1, 0.4, -0.2], [-0.1, -0.1, 0.2], [-0.1, -0.2, -0.1], [-0.1, 0.0, 0.0], [-0.3, -0.1, 0.3], [0.4, -0.4, -0.1], [0.1, 0.1, 0.1], [-0.3, 0.3, -0.2], [0.0, 0.2, -0.1], [0.0, 0.0, 0.0], [-0.2, 0.0, -0.4], [0.0, 0.1, 0.0], [0.2, 0.1, 0.3], [0.0, 0.0, 0.2], [0.2, 0.1, 0.2], [-0.1, 0.3, 0.0], [-0.2, -0.1, 0.0], [-0.1, -0.3, 0.2], [0.1, -0.1, -0.3], [-0.2, 0.0, -0.2], [0.8, 0.1, 0.1], [-0.2, 0.1, -0.1], [-0.3, -0.1, 0.0], [0.0, -0.1, 0.0], [0.5, -0.2, 0.2], [-0.1, -0.7, -0.2], [0.1, 0.0, 0.1], [-0.1, 0.3, 0.1], [0.3, 0.1, 0.0], [-0.5, -0.1, -0.1], [-0.4, -0.2, 0.7], [0.6, 0.4, -0.2], [0.1, -0.5, 0.1], [-0.6, 0.2, 0.1], [-0.1, -0.1, -0.1], [0.8, 0.2, 0.2], [0.2, 0.1, -0.4], [-0.2, 0.2, -0.1], [0.1, 0.0, 0.0], [-0.2, 0.1, 0.0], [-0.1, 0.0, 0.0], [0.0, 0.0, 0.0], [0.4, -0.2, 0.2], [0.1, 0.0, -0.4], [1.2, -0.2, 0.3], [-0.6, 0.3, -1.4], [0.0, 0.0, 0.8], [1.1, 0.3, -0.8], [-0.1, -0.1, 0.6], [-0.4, -0.1, 0.0], [-0.3, 0.1, 0.0], [-0.3, 0.2, 0.0], [0.1, 0.1, 0.0], [0.1, -0.3, 0.5], [-0.5, 0.0, 0.2], [-0.3, -0.3, 0.1], [0.0, 0.2, 0.0], [0.0, -0.1, -0.2], [-0.2, 0.0, -0.2], [1.3, -0.6, 0.0], [-0.7, 0.3, 1.6], [0.2, -0.6, -0.3], [-0.3, 0.7, -0.6], [0.0, 0.0, 0.2], [-0.5, 0.4, -0.1], [-0.4, 0.3, -0.3], [-0.6, 0.0, -0.3], [0.2, 0.1, -0.4], [-0.1, 0.1, -0.3], [0.3, 0.0, 0.2], [0.0, -0.2, 0.3], [-0.2, 0.0, -0.1], [0.1, 0.1, -0.1], [0.2, -0.2, -0.1]]
}

=====

# 3
{
  "formula": "C8H8P2",
  "method": "ωB97M-V with the def2-TZVPD basis set",
  "multiplicity": 3,
  "charge": 0,
  "gap_ev": [6.28, 6.35],
  "relative_energy_ev": 0.489,
  "species": ["C", "C", "C", "C", "C", "C", "C", "C", "P", "P", "H", "H", "H", "H", "H", "H", "H", "H"],
  "xyz": [[2.18695, 1.26608, -1.37174], [0.90606, 1.43640, -1.03015], [-1.10128, -2.08741, 1.77319], [3.01282, 0.49994, -0.59386], [1.01132, 0.19822, 1.03950], [0.32171, 0.94490, 0.11710], [-1.53344, -1.30369, 0.99082], [-2.05769, -0.34619, -0.00416], [2.65682, -0.31728, 0.91873], [-1.44410, 1.33786, 0.35946], [2.62414, 1.64804, -2.20559], [0.19076, 1.90449, -1.75704], [0.72142, -0.08377, 2.01816], [3.99669, 0.38352, -0.93549], [-0.51750, -2.70687, 2.52228], [-1.43301, 0.95700, 1.64373], [-1.81024, -0.83513, -0.91628], [-3.03341, -0.46201, 0.28871]],
  "forces_ev_per_a": [[2.7, -2.1, 2.2], [-3.2, 1.9, -3.2], [1.9, -1.9, 2.4], [0.1, 1.3, -1.9], [-1.5, 1.6, -0.8], [-0.6, -1.8, 4.0], [0.2, 0.7, -0.9], [2.0, -1.9, 1.4], [1.6, -1.5, 1.2], [0.2, 0.7, -1.3], [0.8, 1.3, -2.5], [0.9, -0.2, 0.6], [-1.5, 0.1, 0.6], [1.4, -0.1, -0.5], [-1.4, 1.1, -1.5], [-0.1, 0.2, 2.0], [-0.3, 0.3, -1.3], [-3.1, 0.5, -0.4]]
}

=====

# 4
{
  "formula": "C4H8N2S",
  "method": "ωB97M-V with the def2-TZVPD basis set",
  "multiplicity": 1,
  "charge": 0,
  "gap_ev": 8.26,
  "smiles": "N=C=CN.CC=S",
  "relative_energy_ev": 3.739,
  "species": ["N", "C", "C", "N", "H", "H", "H", "H", "C", "C", "S", "H", "H", "H", "H"],
  "xyz": [[-2.57673, 0.31022, 0.14737], [-1.38810, 0.66899, 0.42051], [-0.26263, 1.21026, 0.80119], [0.43591, 2.17259, 0.06384], [-2.70316, -0.54579, -0.39398], [0.21733, 0.92219, 1.76066], [0.00173, 2.33215, -0.86179], [0.66774, 2.96248, 0.67969], [1.28924, -1.23083, -0.74278], [0.24481, -1.71478, 0.09213], [-1.02600, -2.53766, -0.29494], [1.54747, -0.11882, -0.52405], [1.14159, -1.25766, -1.79965], [2.11135, -1.93858, -0.47071], [0.29945, -1.23475, 1.12252]],
  "forces_ev_per_a": [[2.9, 1.2, 1.0], [-3.6, -1.0, -0.6], [0.0, -0.3, 1.1], [0.4, 0.2, -0.6], [0.4, 0.0, -0.1], [-0.6, 0.1, -0.7], [0.5, 0.6, 1.2], [-0.3, -0.2, -1.2], [2.7, 1.7, -0.2], [-0.6, 2.4, 2.7], [-1.7, -1.8, -0.6], [-0.1, -2.0, 0.1], [-0.4, -0.5, -0.7], [0.2, 0.9, -0.4], [0.2, -1.3, -0.9]]
}

=====

# 5
{
  "formula": "C9H14NO",
  "method": "ωB97M-V with the def2-TZVPD basis set",
  "multiplicity": 1,
  "charge": 1,
  "gap_ev": 11.49,
  "smiles": "C[N+]1(C)[C@]23CC=C[C@@]21COC3",
  "relative_energy_ev": 2.936,
  "species": ["C", "N", "C", "C", "C", "C", "C", "C", "C", "O", "C", "H", "H", "H", "H", "H", "H", "H", "H", "H", "H", "H", "H", "H", "H"],
  "xyz": [[1.23282, -1.60333, 0.27719], [-0.01450, -0.86207, 0.11936], [-1.05094, -1.80307, 0.08479], [-0.09403, 0.37437, -0.71085], [1.29165, 0.84444, -1.21564], [1.89569, 1.34273, 0.05002], [1.23092, 1.02095, 1.11485], [-0.11134, 0.44436, 0.77562], [-1.54508, 0.81171, 1.09665], [-2.32872, 0.81728, -0.07642], [-1.45790, 0.88018, -1.19474], [1.29351, -2.23567, -0.54500], [2.14925, -0.95376, 0.33149], [1.14495, -2.22403, 1.12277], [-1.98449, -1.05027, -0.09259], [-0.99788, -2.38746, -0.77013], [-1.15371, -2.31731, 0.96716], [1.21874, 1.66626, -1.93612], [1.89763, 0.00093, -1.62521], [2.86710, 1.80633, 0.18607], [1.60190, 1.23404, 2.07118], [-2.07489, 0.21205, 1.83375], [-1.49002, 1.78160, 1.66067], [-1.41959, 1.88850, -1.57892], [-2.10107, 0.31127, -1.94594]],
  "forces_ev_per_a": [[1.9, 1.7, -0.3], [2.2, -0.2, -0.2], [-5.2, 3.9, -1.3], [0.7, 0.6, -1.0], [-0.5, 0.2, -0.3], [1.6, 0.3, -0.6], [-2.0, 0.3, 1.3], [-0.6, 0.5, -0.5], [0.0, 1.6, 2.7], [0.9, 0.4, 0.7], [-1.7, -1.6, -1.2], [0.4, -1.1, -1.6], [-1.2, -0.9, 0.1], [-0.1, -0.5, 1.3], [1.4, -2.8, 0.6], [0.4, -1.3, -1.4], [-0.2, -1.3, 2.0], [-0.1, -0.5, -0.2], [-0.5, 0.7, 0.0], [0.1, 0.0, -0.6], [0.1, 0.1, 1.4], [0.2, -0.6, -0.1], [-0.1, -0.2, -1.0], [0.7, 0.4, 0.0], [1.6, 0.3, 0.4]]
}